Entry 1:
DFT (wB97M-V/def2-TZVPD) results for C13H14EuN2O9 as an isolated structure in a non-equilibrium geometry.

The geometry in ORCA input format:
```
! wB97M-V def2-TZVPD RIJCOSX def2/J DEFGRID3
* xyz 0 8
O 1.13 2.77 -1.05
H -3.12 1.41 2.33
C 0.31 -0.26 3.56
C 1.80 -1.36 -3.44
H -0.12 -3.32 -0.07
H -1.74 -0.24 4.21
H 0.40 -1.34 3.41
H -3.07 -1.69 1.75
C 1.60 0.94 -4.19
C 1.25 2.63 -2.29
H 1.95 -2.42 -3.64
H 0.66 -0.01 4.56
O -1.03 -1.21 -0.23
H 2.03 0.35 2.84
O 1.28 3.65 -3.16
H 1.61 1.68 -4.97
O -1.60 1.49 -0.53
C -1.13 0.20 3.41
C -1.26 -2.02 0.66
C 1.56 -0.93 -2.15
C -2.62 0.86 1.54
O -0.84 -3.24 0.64
C 1.40 1.30 -2.86
H -3.34 0.38 0.89
N -1.65 -0.13 2.08
C 1.42 -1.81 -0.91
N 1.36 0.36 -1.87
H 1.17 4.48 -2.69
H -1.69 -2.14 2.76
O 1.57 -1.16 0.20
H 1.96 -0.71 -5.50
C -1.68 1.72 0.70
O -0.75 2.32 1.31
O 1.10 0.43 2.57
C 1.80 -0.40 -4.48
H -1.15 1.28 3.51
O 1.10 -3.00 -1.04
Eu 0.31 0.67 0.24
C -2.00 -1.54 1.90
*
```

Its expectation value of S² is 15.77. The calculation puts the HOMO-LUMO gap (alpha / beta) at 0.1801 / 0.3230 Eh. The LUMO energy (alpha / beta) is 0.03 / 0.05 eV. The total energy is -54447.5113 eV.

Entry 2:
DFT (wB97M-V/def2-TZVPD) results for C44H32GeN10O9Ti as an isolated structure in a non-equilibrium geometry.

The geometry in ORCA input format:
```
! wB97M-V def2-TZVPD RIJCOSX def2/J DEFGRID3
* xyz 0 1
H 2.68 -1.15 -3.20
C -0.89 -3.39 -2.46
N -4.27 -0.14 0.84
C -5.20 -0.19 -0.04
C -3.70 3.54 0.79
C 2.09 3.20 0.30
C 2.17 -0.02 0.54
C 1.46 -1.99 1.93
C -0.66 -2.99 4.61
C 0.88 2.11 -4.19
C 2.33 -1.53 0.76
H -6.62 3.15 -1.72
C 2.17 -0.23 -3.47
C 7.37 -1.49 -1.32
N -5.27 -5.93 4.67
H 1.12 0.20 0.36
H 1.22 2.55 0.36
O -1.31 -3.42 1.07
C 6.16 -2.11 -1.60
H 4.04 -1.92 -1.68
H 1.45 -1.02 -5.33
H -0.56 -3.90 4.04
H -2.89 3.62 1.51
H 2.00 -2.08 -0.13
H -0.97 0.34 6.43
O -2.83 1.07 -2.89
H 1.07 4.84 1.22
H -0.15 -1.66 7.67
H 8.31 0.32 -0.65
N -2.71 1.19 1.99
H -0.56 -4.42 -2.59
C -3.66 1.06 1.11
N -1.14 -1.93 3.97
H -1.92 -0.74 -4.29
N -1.19 -3.22 -4.90
C 2.00 4.49 0.78
C -1.25 -0.76 4.61
C -1.85 0.32 3.84
C -5.06 -5.00 4.01
C 3.09 5.34 0.71
C -5.79 3.27 -1.03
O 1.84 -2.74 2.79
H 0.31 1.07 -5.98
H -5.74 5.39 -1.17
C -1.64 -0.74 -2.18
C -4.25 4.65 0.19
C 0.84 1.01 -5.03
N -2.01 0.65 -2.08
C 2.25 0.87 -2.62
H 5.27 3.28 -0.85
C -0.89 -0.62 5.95
O -1.51 -0.97 0.17
C -0.31 -2.94 5.95
C -3.99 -3.22 2.88
H 3.03 6.35 1.08
C -1.25 -2.64 -3.57
C -0.97 -2.85 -1.20
H -3.88 5.64 0.44
C 4.35 3.60 -0.37
H -2.15 1.24 4.33
C 1.59 2.04 -3.00
N -5.69 0.86 -0.71
C 7.38 -0.17 -0.88
C 4.97 -0.08 -1.06
H -6.41 0.75 -1.41
H -5.63 -1.16 -0.27
O -1.50 1.33 -1.22
Ge 3.23 0.85 -0.91
H 2.45 0.51 1.46
C 4.27 4.89 0.13
O 0.25 -1.44 1.95
C -5.23 2.14 -0.44
O -0.97 -4.41 -4.99
H 0.37 3.02 -4.47
H 1.63 2.91 -2.36
O -1.37 -2.48 -5.85
H 3.36 -1.81 0.98
N -4.92 -3.94 3.26
H 8.30 -2.03 -1.44
C -5.30 4.51 -0.71
H 6.15 -3.15 -1.93
C -4.18 2.27 0.48
C 4.97 -1.41 -1.47
C 1.48 -0.16 -4.67
C 3.27 2.72 -0.28
O 0.35 -4.43 -0.04
H 6.21 1.54 -0.39
N -3.24 -2.40 2.46
C -1.36 -1.49 -1.00
H 0.04 -3.83 6.45
C -0.57 -3.66 0.01
C 6.18 0.52 -0.75
H 5.13 5.55 0.06
C -1.64 -1.32 -3.43
Ti -1.49 -1.79 1.85
N -2.10 0.13 2.60
C -0.42 -1.74 6.62
*
```

The calculation puts the HOMO-LUMO gap at 0.2712 Eh. The LUMO energy is -1.55 eV. The total energy is -159105.3306 eV.

Entry 3:
DFT (wB97M-V/def2-TZVPD) results for C17H6ClIN3OS2Zn as an isolated structure.

The geometry in ORCA input format:
```
! wB97M-V def2-TZVPD RIJCOSX def2/J DEFGRID3
* xyz -1 1
H 3.18 1.48 -2.81
C 3.49 5.68 -0.97
C 0.42 -2.44 1.09
C -4.49 -2.93 1.00
C 1.88 4.00 -0.24
Cl -3.93 -5.47 1.74
C -1.86 -2.11 0.91
C 2.81 2.19 -2.08
N -0.59 -1.64 0.85
C -3.51 -3.83 1.30
S -0.02 2.43 0.83
O -2.55 0.06 0.25
C -1.05 -4.28 1.53
C 2.92 4.37 -1.08
N 3.94 6.73 -0.88
C 0.23 -3.79 1.44
C -2.89 -1.14 0.56
H 1.41 -2.01 1.00
C -2.15 -3.44 1.26
C 1.77 1.81 -1.24
C -4.19 -1.61 0.63
H 1.52 4.72 0.49
H -1.23 -5.31 1.80
S 1.16 0.17 -1.41
N 5.34 4.01 -3.62
H -5.53 -3.25 1.03
I -5.74 -0.30 0.17
C 1.28 2.74 -0.29
H 1.09 -4.42 1.64
C 4.48 3.77 -2.91
C 3.40 3.44 -2.02
Zn -0.59 0.38 0.02
*
```

The calculation puts the HOMO-LUMO gap at 0.2547 Eh. The LUMO energy is 1.90 eV. The total energy is -114961.2443 eV.

Entry 4:
DFT (wB97M-V/def2-TZVPD) results for a 9-piece molecular cluster, C4H26O9 overall in a non-equilibrium geometry.

The geometry in ORCA input format:
```
! wB97M-V def2-TZVPD RIJCOSX def2/J DEFGRID3
* xyz 0 1
H 1.83 -2.09 -3.51
H -1.34 -2.77 -1.46
H -1.98 3.59 2.26
H -2.27 0.38 -2.89
H -4.47 -2.08 -0.27
O 2.83 0.25 1.97
H -0.33 -0.68 -0.61
O 1.34 2.58 2.64
H 3.38 -1.63 2.13
C 2.79 -1.32 0.19
C -1.88 -0.45 0.88
O 0.90 -1.92 -3.41
H 3.29 0.50 2.78
H -0.90 4.30 1.47
O -1.61 1.07 -3.00
H 3.48 -1.96 -0.36
H 4.54 -0.60 1.40
O -5.13 -1.76 -0.89
H 2.10 2.93 3.10
H 2.10 2.00 -1.65
C 3.47 -0.79 1.44
H -0.96 2.01 0.40
H 0.18 0.20 0.94
H -5.58 -2.56 -1.17
H -2.73 -3.32 -1.22
H 1.77 -1.65 0.39
O 1.90 2.60 -0.93
H -2.08 0.22 1.72
H 1.58 1.67 2.43
O -0.85 1.41 -0.35
H 1.04 2.33 -0.62
H -2.67 -0.52 0.14
H 0.70 -2.21 -2.51
H 2.68 -0.47 -0.49
H -1.32 1.27 -2.11
O -2.24 -2.69 -1.76
H -1.59 -1.42 1.30
O -1.44 3.51 1.48
C -0.56 0.06 0.16
*
```

The SMILES is CCO.CCO.O.O.O.O.O.O.O. The calculation puts the HOMO-LUMO gap at 0.3743 Eh. The LUMO energy is 0.13 eV. The total energy is -22995.9107 eV.

Entry 5:
DFT (wB97M-V/def2-TZVPD) results for a 2-piece molecular cluster, C2H8S3 overall in a non-equilibrium geometry.

The geometry in ORCA input format:
```
! wB97M-V def2-TZVPD RIJCOSX def2/J DEFGRID3
* xyz 0 1
H -1.83 0.58 0.27
C -3.67 1.19 -0.68
H -1.69 1.84 -0.90
C -2.15 0.86 -0.73
H -4.13 1.49 -1.61
H 5.24 -1.60 3.24
H 6.65 -2.98 0.86
S 6.57 -1.77 3.34
H -4.16 0.41 -0.10
H -2.65 0.02 -2.91
H -3.71 2.13 -0.12
S 7.19 -1.88 1.39
S -1.65 -0.28 -2.05
*
```

The SMILES is CCS.SS. The calculation puts the HOMO-LUMO gap at 0.3441 Eh. The LUMO energy is 0.35 eV. The total energy is -34708.7758 eV.

Entry 6:
DFT (wB97M-V/def2-TZVPD) results for a 2-piece molecular cluster, C9H14 overall in a non-equilibrium geometry.

The geometry in ORCA input format:
```
! wB97M-V def2-TZVPD RIJCOSX def2/J DEFGRID3
* xyz 0 1
C 0.48 -0.80 -0.69
H 1.81 -0.83 -3.75
H -3.61 -1.79 3.05
H 0.01 1.01 0.46
C 0.59 0.54 -0.33
C 1.46 -0.42 -2.80
H 1.41 3.65 -1.55
C 1.68 0.90 -2.46
H -2.14 -2.08 3.92
H -2.12 -1.99 1.27
H -2.70 -0.48 3.85
H -1.92 -0.21 1.49
C -2.62 -1.37 3.23
H 2.62 2.77 -0.56
C -1.82 -1.19 1.94
H 0.82 -2.41 -1.96
C 1.16 1.41 -1.24
H 2.21 1.52 -3.16
C 0.92 -1.34 -1.89
H -0.76 -1.37 2.15
H -0.02 -1.52 -0.05
C 1.58 2.81 -0.88
H 0.98 3.18 -0.03
*
```

The SMILES is Cc1ccccc1.CC. The calculation puts the HOMO-LUMO gap at 0.3678 Eh. The LUMO energy is 1.00 eV. The total energy is -9559.4764 eV.

Entry 7:
DFT (wB97M-V/def2-TZVPD) results for C2H6N4O as an isolated structure in a non-equilibrium geometry.

The geometry in ORCA input format:
```
! wB97M-V def2-TZVPD RIJCOSX def2/J DEFGRID3
* xyz 0 1
H -0.05 0.65 2.00
C 0.82 0.35 -0.29
H 1.98 0.18 -2.14
N -0.64 -0.13 1.61
N 1.13 -0.11 -1.51
O -2.04 0.15 2.10
H -1.47 -0.63 -1.40
H -2.53 -0.64 1.24
H 2.55 0.78 -0.10
N -1.56 -0.46 -0.36
C -0.52 -0.13 0.28
N 1.67 0.97 0.50
H 0.66 -0.98 -1.94
*
```

The calculation puts the HOMO-LUMO gap at 0.3548 Eh. The LUMO energy is 0.36 eV. The total energy is -10175.2871 eV.

Entry 8:
DFT (wB97M-V/def2-TZVPD) results for C26H26BBrN3O3Os as an isolated structure.

The geometry in ORCA input format:
```
! wB97M-V def2-TZVPD RIJCOSX def2/J DEFGRID3
* xyz 1 1
C 2.19 0.95 1.27
N -6.22 -2.13 -1.70
H -3.91 -5.99 -2.39
C 1.81 -0.04 2.25
H 2.60 -2.54 -2.74
O 0.82 -1.56 -1.07
Br -1.91 -5.40 -4.49
C 1.81 -3.49 -0.15
H 2.11 -5.15 1.17
H -5.68 -4.63 -1.30
C -5.13 -2.83 -2.33
C -4.78 -0.45 -1.00
H 0.46 -5.03 0.55
H -0.38 2.41 2.83
C 1.37 2.09 1.44
C -3.84 -1.03 -0.11
H -4.99 -2.72 0.60
H -1.05 -2.25 2.25
C -3.26 1.41 -1.40
H 2.99 0.85 0.56
C -4.05 -2.19 0.67
H -5.26 1.22 -2.21
B 0.93 -1.45 0.29
H 1.02 -2.76 -3.50
C -5.00 -4.18 -2.02
C -2.62 -0.37 0.06
C -3.22 -4.36 -3.60
H 3.80 -3.47 0.64
C -4.33 -2.26 -3.31
H 1.43 3.01 0.88
H 2.27 -1.00 2.41
H -1.00 -3.02 -2.16
C -4.50 0.77 -1.58
H 1.76 -5.60 -0.50
H -3.05 2.35 -1.89
C 0.71 0.46 2.97
H -2.77 -2.60 -4.74
H -0.92 -3.53 -0.47
C -3.07 -2.61 1.53
N -1.64 -0.82 0.89
C -3.38 -3.03 -3.96
H -3.20 -3.49 2.15
H 3.72 -3.97 -1.06
C 3.31 -3.28 -0.32
Os 0.08 0.41 0.85
C -2.32 0.84 -0.60
N -6.08 -1.03 -1.16
O 1.38 -2.56 0.92
O -1.09 1.36 -0.36
H 0.18 -0.06 3.76
C -0.41 -3.58 -1.44
C 1.68 -3.12 -2.71
H -4.47 -1.23 -3.60
C -1.86 -1.91 1.61
H -0.38 -4.62 -1.76
C 0.42 1.77 2.48
C 0.98 -2.99 -1.37
C 1.51 -4.90 0.29
H 1.91 -4.17 -2.91
C -4.02 -4.94 -2.64
H 3.54 -2.26 -0.63
*
```

The calculation puts the HOMO-LUMO gap at 0.2479 Eh. The LUMO energy is -4.18 eV. The total energy is -111179.0682 eV.